Entry 1:
11
Properties=species:S:1:pos:R:3:mulliken_charge:R:1 method="wB97M-V/def2-TZVPD" charge=0 relative_energy_ev=2.489 lumo_ha=0.0288
C 2.53 0.47 -0.37 0.3387
C 1.51 -0.11 -0.06 -0.5562
C 0.31 -0.80 0.20 -1.2684
C -0.92 -0.21 0.09 0.7933
N -1.24 1.07 0.32 -0.4044
O -1.92 -1.02 -0.29 -0.5163
H 3.42 0.98 -0.64 0.4151
H 0.32 -1.79 0.64 0.3606
H -2.12 1.47 0.06 0.2333
H -0.53 1.66 0.73 0.2272
H -1.35 -1.72 -0.67 0.3770

***

Entry 2:
47
Properties=species:S:1:pos:R:3:mulliken_charge:R:1 method="wB97M-V/def2-TZVPD" charge=-1 relative_energy_ev=0.000 lumo_ha="0.1004 / 0.0817" multiplicity=3
Pd -1.35 0.06 -0.70 0.0624
Cl 1.55 -0.41 4.25 -0.2679
C 2.07 0.15 2.68 0.3949
C 3.37 0.62 2.54 -0.5618
C 3.82 1.07 1.33 0.7308
Cl 5.47 1.65 1.19 -0.3180
C 2.97 1.09 0.20 0.0246
C 3.37 1.55 -1.07 -0.7906
C 2.49 1.53 -2.11 -0.8824
C 1.19 1.05 -1.88 -0.5780
N 0.78 0.62 -0.71 0.7601
C 1.63 0.62 0.35 0.3777
C 1.12 0.09 1.62 -0.4615
O -0.05 -0.33 1.75 -0.7926
H 4.03 0.61 3.39 0.4446
H 4.38 1.91 -1.20 0.3977
H 2.77 1.87 -3.09 0.4122
H 0.46 1.00 -2.69 0.3476
C -3.66 2.89 0.83 -1.1416
As -2.20 1.63 1.09 0.7268
C -2.76 0.82 2.75 -1.0585
C -0.84 2.89 1.72 -1.1139
S -3.56 -0.20 -0.82 -0.5222
H -3.74 3.55 1.70 0.3713
H -4.59 2.35 0.68 0.3689
H -3.46 3.48 -0.07 0.3316
H -2.82 1.57 3.54 0.3895
H -2.01 0.07 3.00 0.3161
H -3.73 0.35 2.61 0.3227
H -1.25 3.55 2.48 0.4690
H -0.48 3.48 0.88 0.2941
H -0.01 2.32 2.13 0.2182
C 0.79 -2.60 -0.90 -1.6873
C -0.39 -2.63 -1.88 3.0751
C -1.51 -3.49 -1.26 -1.7032
C 0.06 -3.27 -3.19 -1.9584
C -0.92 -1.24 -2.15 -1.7918
H 1.15 -3.61 -0.71 0.5127
H 0.48 -2.16 0.05 0.1768
H 1.61 -2.00 -1.30 0.3192
H -1.15 -4.51 -1.08 0.4216
H -2.37 -3.54 -1.93 0.3777
H -1.85 -3.05 -0.32 0.3379
H 0.44 -4.29 -3.02 0.4037
H 0.86 -2.69 -3.65 0.4024
H -0.77 -3.33 -3.90 0.4425
H -1.38 -1.10 -3.13 0.3994

***

Entry 3:
104
Properties=species:S:1:pos:R:3:mulliken_charge:R:1 method="wB97M-V/def2-TZVPD" charge=0 lumo_ha=0.0157
In 0.55 -0.82 0.25 1.9166
C 1.69 1.72 5.23 -1.4582
C 0.98 0.76 4.32 1.0824
C 0.05 -0.18 4.68 -1.3310
C -0.32 -0.81 3.49 -0.1656
N 0.37 -0.28 2.47 0.3532
N 1.17 0.69 2.99 0.2556
B 2.07 1.68 2.20 -1.5381
N 3.06 0.91 1.32 0.4193
N 2.70 -0.05 0.42 0.3189
C 3.85 -0.55 -0.08 -0.1554
C 4.94 0.10 0.50 -1.4680
C 4.40 1.01 1.38 1.1229
C 5.13 1.97 2.26 -1.3013
C 3.96 -1.63 -1.08 -0.3533
C 4.66 -2.79 -0.73 -0.2719
C 4.79 -3.82 -1.65 -0.7512
C 4.22 -3.71 -2.91 -0.4010
C 3.55 -2.54 -3.27 -0.7920
C 3.44 -1.50 -2.36 0.1904
N 1.20 2.68 1.42 0.4093
N 0.15 2.25 0.69 0.7031
C -0.54 3.34 0.36 -0.4272
C 0.07 4.49 0.87 -1.6118
C 1.18 4.03 1.55 0.8685
C 2.22 4.81 2.28 -1.3170
C -1.81 3.17 -0.37 0.5146
C -1.94 1.95 -1.00 0.7108
C -3.15 1.51 -1.46 0.4071
C -4.27 2.34 -1.43 -1.0411
C -4.11 3.61 -0.91 -0.9340
C -2.90 4.02 -0.35 -0.4210
C -1.38 -1.83 3.36 -0.7089
C -2.62 -1.56 3.93 -0.2340
C -3.67 -2.45 3.74 -0.7462
C -3.48 -3.60 2.99 -0.7298
C -2.23 -3.88 2.45 -0.4509
C -1.18 -3.00 2.65 0.2555
H 1.36 1.55 6.25 0.3868
H 1.47 2.75 4.96 0.2269
H 2.77 1.59 5.18 0.2318
H -0.33 -0.41 5.66 0.6178
H 2.70 2.29 2.99 -0.1403
H 5.97 -0.07 0.28 0.5629
H 6.19 1.89 2.08 0.4029
H 4.95 1.76 3.32 0.2271
H 4.83 3.00 2.08 0.1476
H 5.07 -2.88 0.26 0.4365
H 5.31 -4.73 -1.37 0.3966
H 4.30 -4.52 -3.61 0.4049
H 3.10 -2.44 -4.24 0.4072
H 2.92 -0.60 -2.63 0.5964
H -0.24 5.52 0.76 0.5655
H 2.00 5.87 2.20 0.3994
H 3.21 4.63 1.87 0.1513
H 2.25 4.55 3.34 0.2067
H -1.08 1.32 -1.04 -0.4664
H -3.38 -0.02 -2.86 0.6144
H -5.23 1.98 -1.77 0.4986
H -4.96 4.28 -0.88 0.4319
H -2.84 4.98 0.15 0.4809
H -2.77 -0.64 4.47 0.4389
H -4.64 -2.23 4.17 0.4031
H -4.31 -4.28 2.82 0.4321
H -2.08 -4.77 1.86 0.3312
H -0.20 -3.22 2.25 1.0750
N -1.52 5.03 -5.16 -0.6061
C -1.16 3.79 -4.66 0.9574
C -1.73 2.62 -5.16 -0.8690
C -1.35 1.38 -4.68 -0.6143
C -0.38 1.30 -3.68 -0.2688
C 0.22 2.45 -3.19 -0.0747
C -0.17 3.68 -3.68 -0.6808
S 0.01 -0.30 -3.03 1.5721
O 0.74 0.04 -1.77 -0.2861
O 0.78 -1.00 -4.02 -0.7751
N -1.30 -1.07 -2.70 -0.6028
C -2.01 -0.70 -1.58 -1.5717
N -1.66 -0.80 -0.32 0.7293
C -2.64 -0.65 0.63 -0.8955
C -3.95 -0.79 0.23 -0.3467
C -4.24 -0.72 -1.12 -1.6279
N -3.24 0.07 -1.86 1.3039
H -2.43 5.07 -5.59 0.2069
H -1.33 5.81 -4.56 0.2130
H -2.49 2.69 -5.94 0.3181
H -1.80 0.48 -5.07 0.5860
H 0.95 2.38 -2.40 0.2447
H 0.29 4.58 -3.28 0.2782
H -2.33 -0.64 1.66 0.5105
H -4.72 -1.03 0.95 0.5749
H -5.16 -0.92 -1.63 0.4882
S 1.35 -3.12 0.14 -0.1980
C 0.03 -4.23 -0.26 0.4804
C -0.02 -5.45 0.41 -0.7953
C -0.97 -6.40 0.07 -0.6380
C -1.89 -6.14 -0.93 -0.5844
C -1.84 -4.93 -1.60 -0.5048
C -0.88 -3.98 -1.29 0.0588
H 0.70 -5.65 1.19 0.4141
H -0.98 -7.35 0.59 0.3794
H -2.64 -6.88 -1.19 0.3950
H -2.55 -4.72 -2.40 0.4630
H -0.81 -3.08 -1.87 0.3794

***

Entry 4:
14
Properties=species:S:1:pos:R:3:mulliken_charge:R:1 method="wB97M-V/def2-TZVPD" charge=0 relative_energy_ev=2.921 lumo_ha=0.0308 smiles=C[C@@H]1O[C@@H]1CO
C -1.37 -1.20 0.30 -1.2037
C -1.03 0.23 0.56 0.0406
O -1.20 0.93 -0.81 -0.4913
C 0.01 0.96 -0.12 -0.0321
C 1.25 0.19 -0.42 -0.4721
O 2.29 1.15 -0.41 -0.4929
H -2.47 -1.22 0.25 0.3424
H -1.06 -1.91 1.07 0.3366
H -0.99 -1.49 -0.68 0.3235
H -1.27 0.59 1.57 0.3389
H 0.21 1.97 0.23 0.4505
H 1.39 -0.55 0.39 0.2728
H 1.14 -0.35 -1.36 0.2886
H 3.11 0.69 -0.58 0.2982

***

Entry 5:
130
Properties=species:S:1:pos:R:3:mulliken_charge:R:1 method="wB97M-V/def2-TZVPD" charge=-1 relative_energy_ev=0.264 lumo_ha=0.0703
Cl 0.35 1.18 0.95 1.4802
O -0.36 0.62 -0.20 -0.3938
O 1.46 0.36 1.32 -0.5818
O 0.87 2.46 0.48 -0.6442
O -0.46 1.43 2.11 -0.6829
C -5.79 7.57 2.72 -0.7983
O -4.71 6.73 2.80 -0.2569
P -3.72 6.54 1.59 0.9235
O -3.87 7.38 0.36 -0.7043
O -2.24 6.66 2.38 -0.0188
C -1.97 7.81 3.00 -0.8504
O -3.78 4.94 1.35 -0.3236
C -3.27 4.09 2.35 -0.5148
H -6.08 7.94 3.71 0.2841
H -6.64 7.10 2.23 0.3144
H -5.58 8.56 2.32 0.3292
H -1.64 8.57 2.30 0.3109
H -1.16 7.69 3.72 0.2405
H -2.86 8.10 3.56 0.3036
H -2.45 3.47 1.98 0.1490
H -4.12 3.49 2.66 0.2781
H -2.86 4.58 3.23 0.3338
C -1.94 2.53 -5.61 -0.6674
O -1.95 3.76 -4.85 -0.1870
P -3.29 4.29 -4.23 0.9642
O -4.44 4.30 -5.05 -0.7415
O -3.38 3.45 -2.84 -0.3760
C -2.13 3.35 -2.01 -0.3332
O -2.78 5.82 -3.88 -0.3257
C -3.58 6.94 -3.36 -0.5996
H -2.90 2.27 -6.04 0.3904
H -1.39 1.74 -5.10 0.1473
H -1.46 2.90 -6.51 0.2819
H -1.36 4.03 -2.36 0.2421
H -1.72 2.34 -1.92 0.2246
H -2.43 3.82 -1.08 0.1545
H -4.63 6.81 -3.64 0.3223
H -3.36 7.92 -3.77 0.2681
H -3.46 7.05 -2.29 0.1999
C 3.58 -0.63 -5.54 -0.4097
O 3.91 0.79 -5.40 -0.4066
P 3.50 1.52 -3.98 0.5662
O 4.39 2.68 -3.61 -0.7507
O 1.92 1.91 -4.23 -0.1666
C 1.15 2.30 -3.04 -0.4104
O 3.56 0.28 -3.06 -0.0237
C 3.52 0.37 -1.63 -0.4333
H 3.17 -0.92 -6.51 0.3417
H 2.95 -1.06 -4.76 0.0262
H 4.43 -1.30 -5.43 0.2929
H 1.63 2.60 -2.11 0.4998
H 0.40 1.52 -2.92 -0.0506
H 0.60 3.23 -3.14 0.2393
H 2.65 0.77 -1.10 0.1104
H 4.28 1.10 -1.37 0.4284
H 3.77 -0.59 -1.18 0.0631
C -3.30 -3.00 5.81 -0.6388
O -3.99 -3.02 4.48 -0.4092
P -3.12 -3.75 3.33 0.8614
O -2.74 -5.12 3.70 -0.6634
O -4.06 -3.56 2.02 -0.4221
C -3.64 -3.87 0.70 -0.7263
O -1.88 -2.71 3.02 0.0060
C -1.89 -1.57 2.14 -0.3162
H -2.36 -3.53 5.71 0.3331
H -3.93 -3.30 6.65 0.2412
H -3.13 -1.94 6.01 0.2454
H -2.61 -4.19 0.57 0.3039
H -3.65 -2.93 0.14 0.2988
H -4.35 -4.51 0.18 0.3664
H -1.66 -0.63 2.63 0.1820
H -2.88 -1.41 1.71 0.4542
H -1.27 -1.74 1.25 -0.1266
C 5.07 -0.66 4.91 -0.6103
O 4.84 -2.01 5.22 -0.2729
P 3.50 -2.55 5.98 0.8078
O 3.19 -1.67 7.08 -0.7246
O 3.75 -4.08 6.42 -0.3668
C 4.10 -5.16 5.53 -0.3188
O 2.27 -2.63 4.90 -0.1782
C 2.40 -2.58 3.53 -0.1539
H 5.06 -0.82 3.83 0.2173
H 6.09 -0.57 5.28 0.2259
H 4.38 0.03 5.38 0.3192
H 3.24 -5.78 5.80 0.2443
H 5.01 -5.66 5.88 0.2445
H 4.19 -4.81 4.50 0.0759
H 1.61 -1.95 3.11 0.2170
H 2.16 -3.58 3.15 0.3141
H 3.40 -2.36 3.14 -0.0353
C -0.57 -6.59 -2.38 -0.8331
O -1.21 -5.29 -2.33 -0.1918
P -0.99 -4.31 -3.57 0.9456
O 0.44 -4.04 -3.88 -0.5631
O -1.78 -2.98 -3.09 -0.3659
C -1.20 -1.73 -3.25 -0.4250
O -1.76 -4.87 -4.91 -0.4117
C -1.65 -3.95 -6.05 -0.6369
H -1.41 -7.29 -2.42 0.3034
H 0.01 -6.68 -1.46 0.2264
H -0.02 -6.84 -3.29 0.3844
H -1.88 -1.14 -3.87 0.4114
H -0.26 -1.75 -3.81 0.2874
H -1.18 -1.18 -2.31 0.0463
H -0.89 -3.18 -5.90 0.3041
H -2.64 -3.60 -6.34 0.2555
H -1.30 -4.54 -6.90 0.2718
C 3.85 -4.19 -2.64 -0.3155
O 3.80 -5.14 -1.56 -0.3911
P 3.24 -4.78 -0.13 0.5875
O 3.17 -5.90 0.84 -0.7730
O 4.12 -3.51 0.32 0.0998
C 5.27 -3.71 1.08 -0.5913
O 1.69 -4.26 -0.44 -0.1244
C 1.28 -2.92 -0.27 -0.0114
H 4.10 -3.17 -2.38 0.1303
H 2.84 -4.36 -3.01 0.1280
H 4.52 -4.43 -3.47 0.3465
H 5.68 -4.65 0.71 0.3508
H 4.96 -3.69 2.12 -0.0239
H 6.03 -2.97 0.82 0.2459
H 1.95 -2.10 -0.03 0.2505
H 0.43 -2.72 0.38 -0.2298
H 1.09 -2.60 -1.30 0.2510
C 0.87 4.94 2.95 -0.2286
O 0.06 3.84 3.54 -0.5818
H 0.54 4.83 1.92 0.1084
H 0.52 5.88 3.37 0.0507
H 1.96 4.92 2.97 0.2885
H 0.18 3.09 2.96 0.3705

***

Entry 6:
30
Properties=species:S:1:pos:R:3:mulliken_charge:R:1 method="wB97M-V/def2-TZVPD" charge=0 relative_energy_ev=1.171 lumo_ha=0.0316 smiles=CCc1c[nH]cn1.Cc1ccccc1
C -2.34 1.94 0.23 -0.7714
C -1.62 2.08 1.56 -0.4720
C -0.34 1.33 1.81 0.6505
C 0.96 1.63 1.94 -0.7170
N 1.58 0.52 2.55 -0.0751
C 0.60 -0.45 2.62 -0.3947
N -0.56 0.02 2.24 -0.5078
H -2.10 2.65 -0.57 0.3114
H -3.42 2.00 0.32 0.3234
H -1.99 1.00 -0.24 0.0020
H -1.41 3.16 1.69 0.2449
H -2.28 1.74 2.35 0.2903
H 1.68 2.43 1.86 0.4196
H 2.58 0.42 2.50 0.2534
H 0.70 -1.36 3.19 0.4330
C -1.39 -0.89 -2.70 -1.2558
C -0.15 -1.16 -1.89 0.7212
C 0.99 -0.34 -2.14 -0.5402
C 2.23 -0.72 -1.63 -0.5906
C 2.37 -1.65 -0.63 -0.3199
C 1.22 -2.35 -0.25 -0.3698
C 0.03 -2.11 -0.89 -0.2827
H -2.16 -0.53 -2.05 0.2844
H -1.77 -1.88 -3.10 0.3490
H -1.14 -0.27 -3.57 0.3576
H 0.94 0.36 -2.98 0.3191
H 3.08 -0.11 -1.97 0.2961
H 3.36 -1.78 -0.19 0.3916
H 1.30 -3.02 0.64 0.3867
H -0.92 -2.65 -0.71 0.2628

***

Entry 7:
25
Properties=species:S:1:pos:R:3:mulliken_charge:R:1 method="wB97M-V/def2-TZVPD" charge=+1 relative_energy_ev=0.000 lumo_ha="-0.1398 / -0.2785" multiplicity=3
C -2.97 0.18 1.32 -0.4205
C -2.70 1.48 0.85 -0.5217
C -2.26 -0.98 0.92 -0.6960
C -1.68 1.78 -0.11 -0.7419
C -1.24 -0.70 0.01 1.1784
C -0.95 0.62 -0.56 0.5806
C -0.40 -1.65 -0.78 0.3084
C 2.74 0.51 1.04 0.1853
C 0.11 0.50 -1.57 -0.2659
C 3.46 1.16 -0.07 -0.8088
N 0.39 -0.98 -1.61 -0.0273
N -0.33 -2.93 -0.52 -0.3915
O 1.83 -0.27 0.95 -0.4525
O 0.73 1.27 -2.23 -0.5207
H -3.80 0.15 2.00 0.4200
H -3.37 2.24 1.17 0.4480
H -2.52 -1.88 1.43 0.3402
H -1.33 2.72 -0.36 0.5527
H 3.08 1.02 2.04 0.2804
H 2.79 2.00 -0.24 0.2430
H 3.46 0.59 -1.03 0.2334
H 4.44 1.61 0.18 0.3342
H 1.24 -1.38 -2.16 0.3231
H -0.98 -3.38 0.20 0.1945
H 0.26 -3.69 -0.87 0.2245

***

Entry 8:
22
Properties=species:S:1:pos:R:3:mulliken_charge:R:1 method="wB97M-V/def2-TZVPD" charge=+2 relative_energy_ev=3.128 lumo_ha="-0.3891 / -0.3855" multiplicity=8
C 0.00 0.05 2.88 -0.8230
O 0.86 1.17 3.02 -0.2013
C 1.62 1.16 4.18 -0.2769
C 2.45 2.42 4.28 -0.6985
O 1.61 3.53 4.49 -0.3088
C 2.30 4.75 4.49 -0.7121
H -0.61 0.26 1.98 0.5943
H -0.76 0.06 3.69 0.4458
H 2.31 0.29 4.18 0.2805
H 0.98 1.07 5.08 0.3582
H 3.03 2.55 3.35 0.3387
H 3.16 2.32 5.12 0.3952
H 2.80 4.93 3.52 0.3119
H 1.57 5.55 4.66 0.2470
H 3.06 4.78 5.29 0.3013
Gd 0.73 -2.47 2.24 1.4110
O -0.96 -3.23 3.79 -0.4127
H -0.72 -3.99 4.33 0.3594
C -2.36 -3.21 3.48 -0.5851
H -2.90 -3.45 4.40 0.2914
H -2.58 -2.22 3.10 0.3271
H -2.65 -3.94 2.72 0.3566

***

Entry 9:
68
Properties=species:S:1:pos:R:3:mulliken_charge:R:1 method="wB97M-V/def2-TZVPD" charge=0 relative_energy_ev=1.948 lumo_ha=0.0234 smiles="C=CCOC[C@@H](C(=O)N1CC2(CCCN(C(=O)[C@H](C)C(C)C)C2)C1)C(C)(C)C"
C 1.57 1.48 4.90 -0.7797
C 0.87 1.29 3.79 -0.1651
C 0.96 0.04 2.97 -0.1471
O 1.41 0.20 1.62 -0.1899
C 1.73 1.52 1.18 -1.3765
C 2.19 1.38 -0.26 0.9521
C 0.99 0.89 -1.06 -0.6322
O -0.02 1.56 -1.19 -0.6989
N 1.10 -0.33 -1.64 0.2736
C 1.78 -1.54 -1.11 -1.0883
C 0.45 -2.30 -1.28 2.0236
C 0.44 -3.65 -1.98 -1.2183
C -1.00 -4.15 -2.13 -0.5900
C -1.71 -4.17 -0.78 -1.0640
N -1.64 -2.86 -0.14 0.3691
C -2.77 -2.08 -0.09 0.1022
O -3.85 -2.51 -0.47 -0.6988
C -2.67 -0.70 0.57 3.1747
C -2.81 -0.92 2.08 -2.2928
C -3.73 0.25 0.00 0.5167
C -3.49 0.48 -1.50 -1.3648
C -3.71 1.59 0.73 -1.5021
C -0.28 -2.40 0.06 -0.9135
C -0.07 -1.09 -2.09 -0.3627
C 2.80 2.67 -0.86 1.6113
C 2.98 2.48 -2.37 -1.7542
C 4.18 2.90 -0.23 -1.8941
C 1.93 3.91 -0.61 -1.6662
H 1.45 2.37 5.50 0.2835
H 2.30 0.75 5.24 0.2638
H 0.15 2.04 3.48 0.2970
H 1.65 -0.66 3.46 0.3380
H -0.02 -0.43 2.92 -0.0674
H 0.84 2.16 1.22 0.4254
H 2.51 1.96 1.80 0.4781
H 2.97 0.62 -0.29 0.9462
H 2.57 -1.88 -1.78 0.2972
H 2.15 -1.44 -0.09 0.2341
H 0.92 -3.56 -2.96 0.4720
H 1.03 -4.36 -1.40 0.3378
H -1.55 -3.50 -2.81 0.3328
H -1.01 -5.15 -2.56 0.4359
H -2.76 -4.44 -0.88 0.5426
H -1.22 -4.89 -0.11 0.3771
H -1.69 -0.25 0.37 -1.4227
H -2.12 -1.69 2.43 0.4228
H -2.62 -0.01 2.64 0.5465
H -3.82 -1.26 2.31 0.3425
H -4.70 -0.22 0.13 0.3483
H -2.53 0.98 -1.66 0.1421
H -3.51 -0.45 -2.06 0.3119
H -4.27 1.13 -1.91 0.5191
H -2.71 2.04 0.68 0.1984
H -4.40 2.29 0.25 0.4457
H -3.99 1.50 1.77 0.3641
H 0.24 -3.13 0.70 0.2725
H -0.25 -1.44 0.58 -0.4117
H -1.02 -0.64 -1.79 -0.4703
H -0.06 -1.25 -3.17 0.2927
H 2.02 2.38 -2.88 0.3101
H 3.51 3.33 -2.80 0.5246
H 3.57 1.58 -2.58 0.3294
H 4.12 3.09 0.84 0.3488
H 4.84 2.04 -0.39 0.4168
H 4.66 3.77 -0.69 0.4740
H 1.85 4.14 0.45 0.2922
H 2.38 4.77 -1.10 0.4917
H 0.92 3.76 -1.01 0.2922

***

Entry 10:
27
Properties=species:S:1:pos:R:3:mulliken_charge:R:1 method="wB97M-V/def2-TZVPD" charge=0 relative_energy_ev=0.000 lumo_ha=-0.0377 smiles="Cc1nnc(CCCCS(=O)(=O)O)nn1"
C 3.62 -2.62 -1.15 -0.8164
C 2.91 -1.31 -0.64 0.6461
N 2.57 -0.42 -1.62 -0.4386
N 1.94 0.65 -1.20 -0.1669
C 1.71 0.70 0.14 0.4059
C 0.90 1.96 0.64 -0.6303
C -0.47 1.48 1.29 -0.8725
C -1.17 0.32 0.47 -0.2137
C -2.61 -0.05 1.04 -0.5254
S -3.73 -0.17 -0.44 1.0539
O -2.97 -1.00 -1.43 -0.5868
O -5.06 -0.72 -0.10 -0.5903
O -3.83 1.37 -1.08 -0.4623
N 2.08 -0.17 1.13 -0.1577
N 2.72 -1.24 0.71 -0.3388
H 4.59 -2.38 -1.66 0.2452
H 2.93 -3.05 -1.93 0.2564
H 3.70 -3.39 -0.35 0.2914
H 0.61 2.62 -0.22 0.2873
H 1.51 2.58 1.34 0.3425
H -1.17 2.37 1.21 0.3916
H -0.38 1.27 2.39 0.3299
H -0.58 -0.62 0.42 0.2556
H -1.27 0.72 -0.58 0.1695
H -2.51 -1.08 1.47 0.3395
H -2.99 0.69 1.78 0.3819
H -3.05 1.49 -1.65 0.4028